The following is a DFT calculation (the ωB97M-V functional and the def2-TZVPD basis) of a structure of composition C15H33AsCoN6O5Si2 at a distorted geometry.

Multiplicity ... 2
HOMO-LUMO gap (alpha / beta) ... 0.2420 / 0.2484 hartree
<S²> ... 0.919
Largest force on an atom ... 2.153 eV/A
HOMO level (alpha / beta) ... -6.6 / -6.8 eV
Lowest unoccupied orbital energy (alpha / beta) ... -0.06 / -0.06 eV
E ... -5493.68217 a.u.

Cartesian coordinates (Å):
Co (0.6008, -0.5201, 0.0459)
O (0.6280, -3.1573, -2.7479)
C (0.7942, -3.0403, -1.4279)
O (0.0173, -2.4073, -0.7306)
C (2.0077, -3.7702, -0.8868)
O (2.6122, -3.0660, 0.1725)
C (3.7482, -2.3140, -0.2163)
C (3.4473, -1.0277, -1.0438)
O (4.4037, -0.4735, -1.5706)
O (2.2439, -0.6556, -1.1156)
H (-0.1213, -2.6000, -3.0230)
H (2.7097, -3.9505, -1.7092)
H (1.6740, -4.7359, -0.4781)
H (4.4375, -2.9306, -0.8088)
H (4.2430, -2.0170, 0.7117)
C (2.9834, 4.1412, 0.6557)
N (2.9282, 2.8445, 0.0213)
C (3.7596, 2.6358, -1.1461)
C (1.9432, 2.0421, 0.2720)
N (1.0629, 1.3312, 0.5415)
H (4.0151, 4.3725, 0.9201)
H (2.3785, 4.1413, 1.5603)
H (2.6144, 4.9252, -0.0131)
H (4.7996, 2.8279, -0.8820)
H (3.4674, 3.3040, -1.9616)
H (3.6833, 1.6018, -1.4818)
N (-1.2518, -4.1420, 5.0335)
C (-0.3703, -3.4781, 4.2467)
N (0.9472, -3.7864, 4.3600)
N (-0.8315, -2.5804, 3.4337)
C (-0.1873, -1.8762, 2.5805)
N (0.2663, -1.1112, 1.8300)
H (-0.9227, -4.6366, 5.8442)
H (-2.1910, -3.7818, 5.0598)
H (1.2432, -4.6009, 4.8693)
H (1.5670, -3.4270, 3.6512)
C (-2.5489, 2.7462, -3.3799)
Si (-1.3570, 2.4882, -1.8911)
C (-2.1069, 3.5373, -0.4689)
C (0.2840, 3.3672, -2.3726)
As (-1.0954, 0.1598, -1.5995)
Si (-2.8649, -0.3165, -0.1191)
C (-4.5369, 0.2188, -0.8956)
C (-2.7763, 0.5007, 1.6168)
C (-3.0250, -2.2108, 0.1553)
H (-2.6588, 3.7920, -3.6498)
H (-3.5346, 2.3613, -3.1379)
H (-2.1903, 2.2101, -4.2541)
H (-2.1448, 4.5950, -0.7117)
H (-1.5231, 3.4260, 0.4393)
H (-3.1215, 3.2167, -0.2563)
H (0.1278, 4.1565, -3.1023)
H (0.9891, 2.6580, -2.7952)
H (0.7394, 3.8127, -1.4945)
H (-4.6177, 1.2988, -0.9304)
H (-5.3850, -0.1569, -0.3342)
H (-4.6195, -0.1495, -1.9131)
H (-2.8125, 1.5823, 1.5344)
H (-1.8403, 0.2374, 2.1002)
H (-3.5889, 0.1898, 2.2693)
H (-3.0674, -2.7389, -0.7936)
H (-3.9149, -2.4770, 0.7196)
H (-2.1633, -2.5841, 0.6983)

***

The following is a DFT calculation (the ωB97M-V functional and the def2-TZVPD basis) of a structure of composition C15H33BClO4P2Pd at a distorted geometry.

Multiplicity ... 5
HOMO-LUMO gap (alpha / beta) ... 0.2754 / 0.1394 hartree
Net charge ... +3
<S²> ... 6.014
Largest force on an atom ... 5.781 eV/A
HOMO level (alpha / beta) ... -18.3 / -18.7 eV
Lowest unoccupied orbital energy (alpha / beta) ... -10.78 / -14.95 eV
E ... -2186.78906 a.u.

Cartesian coordinates (Å):
C (1.9371, 1.1837, -3.6713)
C (1.3359, 0.2687, -2.7786)
H (2.1206, 0.6978, -4.6534)
H (2.8746, 1.5528, -3.2148)
H (1.3036, 2.0810, -3.7204)
O (0.9556, -0.8493, -2.6279)
Cl (1.1849, 2.7588, 0.1136)
Pd (0.4112, 0.5826, -0.3527)
P (2.2676, -0.4740, 0.6652)
C (2.1247, -2.2037, 1.1815)
C (3.6285, -0.4373, -0.5166)
H (4.5069, -0.9783, -0.1379)
H (3.7517, -0.0661, 2.5149)
H (3.8530, 0.6278, -0.6491)
H (3.0850, 1.4742, 1.8651)
H (1.9440, -2.8381, 0.3074)
H (3.3174, -0.8681, -1.4765)
C (2.8567, 0.4336, 2.1236)
H (3.0656, -2.5062, 1.6587)
H (2.0607, 0.4169, 2.8769)
H (1.2960, -2.3281, 1.8854)
P (-1.8030, 1.1261, -0.9018)
C (-3.0911, -0.1381, -0.7665)
C (-2.4347, 2.5586, 0.0024)
H (-1.1694, 2.4803, -2.7329)
H (-2.8607, 1.8705, -2.9316)
H (-1.4716, 0.7897, -3.2671)
C (-1.8322, 1.6129, -2.6371)
H (-1.7769, 3.4169, -0.1645)
H (-3.4396, 2.7513, -0.3848)
H (-4.0387, 0.3080, -1.0873)
H (-3.1860, -0.4828, 0.2678)
H (-2.4661, 2.3365, 1.0738)
H (-2.8625, -0.9932, -1.4116)
C (-0.1562, -1.3367, -0.9367)
O (-0.3073, -2.3581, -1.4391)
C (-2.8263, 0.9092, 4.0980)
C (-1.4858, 0.3906, 3.6245)
C (-0.4810, 0.7755, 4.7310)
O (-1.0619, 0.9912, 2.3933)
B (-0.5119, 0.0847, 1.5216)
O (-0.6742, -1.1634, 2.0566)
C (-1.4377, -1.1361, 3.2881)
C (-0.8350, -2.0313, 4.3527)
C (-2.8149, -1.7685, 3.0178)
H (-2.7980, 1.9968, 4.2506)
H (-3.0576, 0.4552, 5.0756)
H (-3.6417, 0.6688, 3.4219)
H (-0.4112, 1.8772, 4.8401)
H (-0.8412, 0.3739, 5.7026)
H (0.5426, 0.3888, 4.5517)
H (-1.4732, -2.0085, 5.2582)
H (-0.8301, -3.0704, 3.9867)
H (0.1708, -1.7428, 4.6280)
H (-3.4134, -1.2290, 2.2652)
H (-2.6572, -2.8069, 2.6611)
H (-3.3958, -1.8339, 3.9633)

***

The following is a DFT calculation (the ωB97M-V functional and the def2-TZVPD basis) of a structure of composition C15H33Cl6N3O3 at a distorted geometry.

Relative energy (zero: lowest compared OMol25 entry of this formula, charge and spin) ... 619.88 kcal per mole
Multiplicity ... 1
HOMO-LUMO gap ... 0.2737 hartree
Largest force on an atom ... 14.505 eV/A
HOMO level ... -7.2 eV
Lowest unoccupied orbital energy ... 0.30 eV
E ... -3741.56724 a.u.

Cartesian coordinates (Å):
C (14.9103, -11.3964, -14.7202)
C (15.4664, -12.8239, -14.6499)
O (16.3214, -13.2648, -15.4065)
N (15.0380, -13.6172, -13.6579)
C (15.6029, -14.8931, -13.2456)
H (14.2375, -11.3357, -15.5756)
H (15.6433, -10.5900, -14.7443)
H (14.3286, -11.0602, -13.8620)
H (14.3409, -13.1555, -13.0913)
H (16.4931, -14.5759, -12.7024)
H (15.8744, -15.4758, -14.1258)
H (14.7420, -15.2300, -12.6681)
C (13.4326, -5.6583, -7.2809)
C (14.1293, -5.9427, -8.5887)
O (14.4929, -5.1168, -9.4482)
N (14.2252, -7.2506, -8.8315)
C (14.8851, -7.9473, -9.9022)
H (13.7236, -4.6358, -7.0402)
H (13.6696, -6.2672, -6.4084)
H (12.3459, -5.6976, -7.3558)
H (13.8115, -7.8563, -8.1372)
H (14.8080, -9.0314, -9.8197)
H (15.9347, -7.6769, -9.7871)
H (14.4678, -7.6578, -10.8667)
C (15.6136, -8.0164, -16.1681)
C (15.8855, -8.8775, -14.9796)
O (15.0052, -9.6238, -14.5295)
N (17.1152, -8.8474, -14.4544)
C (17.3822, -9.4290, -13.0710)
H (16.1306, -7.0597, -16.2424)
H (14.5366, -7.8905, -16.2789)
H (15.8710, -8.6097, -17.0456)
H (17.8344, -8.3461, -14.9559)
H (18.4546, -9.3300, -12.9035)
H (17.2255, -10.5044, -13.1551)
H (16.7532, -9.0253, -12.2777)
Cl (11.9454, -7.0548, -13.2785)
C (11.7261, -6.7621, -11.5065)
C (12.7108, -5.6866, -11.0963)
Cl (12.2637, -4.0755, -11.7200)
H (11.8424, -7.7807, -11.1365)
H (10.6720, -6.6951, -11.2376)
H (13.7325, -5.8795, -11.4235)
H (12.7794, -5.5371, -10.0187)
Cl (13.3270, -7.7341, -11.5204)
C (14.5096, -8.5118, -12.6284)
C (14.7695, -10.0205, -12.3969)
Cl (16.0187, -10.2185, -11.1296)
H (15.4449, -7.9551, -12.5698)
H (14.1239, -8.1834, -13.5936)
H (15.2404, -10.4885, -13.2614)
H (13.8598, -10.6041, -12.2563)
Cl (12.4084, -10.6048, -12.2267)
C (12.8101, -11.0281, -10.5666)
C (12.3158, -10.0543, -9.5291)
Cl (12.8739, -10.7231, -7.9403)
H (13.8964, -11.0787, -10.4926)
H (12.5201, -12.0675, -10.4128)
H (11.2280, -10.0130, -9.5831)
H (12.8174, -9.0897, -9.6069)

***

The following is a DFT calculation (the ωB97M-V functional and the def2-TZVPD basis) of a cluster of 8 separate species, C15H33N7O19 in total at a distorted geometry.

Multiplicity ... 1
HOMO-LUMO gap ... 0.3617 hartree
Largest force on an atom ... 7.025 eV/A
HOMO level ... -10.3 eV
SMILES string ... CC(=O)OCCC[C@@H]1COC(=O)O1.C[N+](=O)[O-].C[N+](=O)[O-].C[N+](=O)[O-].C[N+](=O)[O-].C[N+](=O)[O-].C[N+](=O)[O-].C[N+](=O)[O-]
Lowest unoccupied orbital energy ... -0.43 eV
E ... -2403.50890 a.u.

Cartesian coordinates (Å):
C (-0.3189, 3.5390, 3.3681)
C (-0.7439, 2.4499, 2.4083)
O (-1.5373, 1.6503, 2.7140)
O (-0.1636, 2.5265, 1.2014)
C (0.2515, 1.2548, 0.6774)
C (1.5815, 0.7170, 1.2576)
C (2.4226, 1.7390, 2.0499)
C (2.4425, 1.3359, 3.5262)
C (3.1955, 2.1910, 4.5531)
O (4.0015, 1.2393, 5.2814)
C (3.5054, 0.0171, 4.9193)
O (3.2966, -0.8769, 5.5678)
O (3.2793, 0.1577, 3.5691)
H (0.7346, 3.7592, 3.2100)
H (-0.8643, 4.4502, 3.1485)
H (-0.4519, 3.2248, 4.3942)
H (0.3498, 1.3653, -0.3934)
H (-0.5071, 0.5192, 0.8286)
H (2.1671, 0.3025, 0.4468)
H (1.3455, -0.1122, 1.9223)
H (2.1455, 2.7720, 1.8805)
H (3.4478, 1.6441, 1.7046)
H (1.4156, 1.0473, 3.7634)
H (2.4785, 2.5298, 5.3096)
H (3.6743, 3.1065, 4.2499)
C (-2.6541, -2.5549, -0.3761)
N (-1.8067, -1.6784, -1.2279)
O (-1.1545, -0.8042, -0.6821)
O (-1.8204, -1.8885, -2.4242)
H (-2.5402, -2.2515, 0.6589)
H (-3.6803, -2.4345, -0.7079)
H (-2.3159, -3.5766, -0.5214)
C (-5.1423, -3.9933, -4.5046)
N (-4.5352, -3.9222, -3.1479)
O (-3.7431, -4.7926, -2.8260)
O (-4.8711, -2.9921, -2.4434)
H (-4.7503, -4.8681, -5.0115)
H (-6.2181, -4.0640, -4.3779)
H (-4.8713, -3.0904, -5.0283)
C (6.5877, 0.2782, 3.4725)
N (7.5026, 0.2581, 2.2977)
O (8.2820, -0.6653, 2.1997)
O (7.4022, 1.1833, 1.5095)
H (6.7892, -0.5948, 4.0833)
H (6.7857, 1.1919, 4.0257)
H (5.5691, 0.2631, 3.0955)
C (-6.0067, 0.1587, -7.2330)
N (-5.5194, -1.1625, -6.7481)
O (-4.3565, -1.4491, -6.9527)
O (-6.3252, -1.8711, -6.1731)
H (-5.1853, 0.6724, -7.7186)
H (-6.8174, -0.0295, -7.9307)
H (-6.3579, 0.7137, -6.3680)
C (-4.8461, -6.7101, -0.4034)
N (-5.9339, -6.0110, 0.3349)
O (-7.0640, -6.4441, 0.2213)
O (-5.6094, -5.0476, 1.0017)
H (-5.2753, -7.5417, -0.9507)
H (-4.3977, -5.9888, -1.0809)
H (-4.1251, -7.0596, 0.3301)
C (-0.4279, 1.4503, -3.9900)
N (-0.0059, 2.8530, -3.7181)
O (0.7199, 3.0483, -2.7633)
O (-0.4215, 3.7070, -4.4774)
H (0.0118, 0.8021, -3.2404)
H (-1.5121, 1.4192, -3.9393)
H (-0.0763, 1.1900, -4.9841)
C (6.8640, 4.3920, 2.4504)
N (5.4094, 4.7130, 2.4541)
O (4.6248, 3.7843, 2.3469)
O (5.1017, 5.8806, 2.5626)
H (6.9824, 3.3191, 2.3434)
H (7.3105, 4.9172, 1.6114)
H (7.2758, 4.7420, 3.3931)